ORCA calculation (the ωB97M-V functional and the def2-TZVPD basis) on the ion C21H39N4O3S with charge +1 in a non-equilibrium geometry.

Each line ends with the Mulliken charge.
Cartesian coordinates (Å):
S (2.4852, 0.9210, -0.0935)  1.212
O (1.8630, 1.4494, 1.0921)  -0.683
O (1.9854, 1.4169, -1.3480)  -0.714
O (-1.8689, -0.8657, 0.6320)  -0.665
N (-3.5091, 1.1623, -0.1141)  1.497
N (-4.3086, -1.6742, 0.0731)  -0.086
N (-0.8986, -2.8697, 0.1501)  -0.021
N (4.1419, 1.0218, -0.0584)  0.271
C (-4.1764, 1.0691, 2.2438)  -1.304
C (6.0978, 0.3047, 1.2678)  -1.287
C (-1.2044, 2.1170, -0.1721)  -1.698
C (-3.9714, 1.9923, 1.0500)  0.469
C (4.5622, 3.4713, -0.3122)  -1.056
C (-1.9473, -2.0562, 0.3602)  0.441
C (-3.3158, -2.7181, 0.2096)  -1.049
C (4.7187, 2.0667, -0.8860)  -0.660
C (-4.5990, 0.5321, -0.8971)  -0.600
C (3.1220, -1.8101, -0.4229)  -0.719
C (2.7213, -3.1372, -0.4772)  -1.030
C (0.8710, -1.1967, 0.1293)  -0.538
C (1.0057, -4.9601, -0.3600)  -1.866
C (0.4598, -2.5178, 0.0277)  -0.390
C (-2.9459, 3.0726, -1.6856)  -1.733
C (2.1851, -0.8517, -0.1030)  0.237
C (-4.2902, -0.9414, -1.1839)  -0.873
C (4.6657, 0.8226, 1.2819)  -0.529
C (-2.4609, 1.8135, -0.9827)  0.695
C (1.4019, -3.5162, -0.2643)  1.134
C (-5.2269, 2.8143, 0.7733)  -1.573
H (-5.2355, -2.0246, 0.2783)  0.314
H (-3.5281, -3.2763, 1.1252)  0.421
H (5.7716, 1.8273, -1.0513)  0.447
H (0.3180, -5.1256, -1.1904)  0.395
H (-6.1314, 2.2189, 0.8671)  0.405
H (3.4500, -3.8999, -0.7069)  0.372
H (-5.2890, 3.6091, 1.5119)  0.448
H (4.0069, 0.0864, 1.7491)  0.416
H (0.5327, -5.3000, 0.5614)  0.402
H (5.1545, 3.5993, 0.5905)  0.281
H (-3.2498, 0.5639, 2.5040)  0.236
H (6.1813, -0.5726, 0.6318)  0.253
H (-3.8336, 2.9074, -2.2911)  0.351
H (-3.1486, 2.6727, 1.2742)  0.272
H (-1.2545, 3.0922, 0.3040)  0.348
H (-1.0935, -3.8486, -0.0133)  0.249
H (4.1907, 1.9998, -1.8385)  0.419
H (-0.3321, 2.1197, -0.8216)  0.565
H (0.1851, -0.4112, 0.3827)  0.770
H (-3.2983, -3.4295, -0.6328)  0.368
H (-3.1412, 3.8720, -0.9766)  0.373
H (-2.2169, 1.0580, -1.7358)  0.346
H (-4.9324, 0.3171, 2.0321)  0.248
H (4.8909, 4.2038, -1.0442)  0.405
H (-2.1547, 3.4093, -2.3502)  0.497
H (6.3922, 0.0328, 2.2776)  0.421
H (-3.3011, -1.0312, -1.6395)  0.205
H (-1.0285, 1.3697, 0.5943)  0.379
H (4.5996, 1.7432, 1.8728)  0.440
H (6.7842, 1.0642, 0.9048)  0.348
H (-4.5010, 1.6472, 3.1040)  0.512
H (4.1413, -1.5255, -0.6238)  0.509
H (-5.5189, 0.5715, -0.3170)  0.364
H (-2.9936, 0.3488, 0.3246)  -0.570
H (-4.7544, 1.0739, -1.8293)  0.328
H (-5.2124, 3.2741, -0.2088)  0.370
H (-5.0236, -1.3178, -1.9090)  0.540
H (3.5155, 3.6524, -0.0768)  0.276
H (1.8828, -5.5770, -0.5314)  0.390

## Properties
HOMO-LUMO gap in eV: 9.537
Energy above the lowest of the compared OMol25 structures with the same formula, charge and spin in kJ/mol: 5.5
Total charge: +1
Highest occupied orbital energy in eV: -11.50
LUMO energy in eV: -1.961